1.
18
Properties=species:S:1:pos:R:3 method="wB97M-V/def2-TZVPD" homo_energy_ha="0.00086 / -0.08141" largest_force_ha_per_bohr=0.0898 e_above_lowest_kcal_mol=42.2 gap_ha="0.1460 / 0.2206" charge=-1 spin_multiplicity=2 total_energy_ev=-7886.637 s2=0.769
H -3.41322 0.43230 -1.39742
H 0.61462 1.67921 -0.08104
C -0.18919 0.24885 1.04999
C -2.39261 -0.72588 0.09207
H -2.26114 -1.77298 0.24753
H 2.94550 1.14931 -0.42386
H -1.74136 1.32012 0.21600
H 1.68363 0.36021 -1.36405
C 1.00516 0.92205 0.49968
C -1.50941 0.32301 0.61471
H 1.52660 1.26510 1.36110
C 2.11939 0.40894 -0.38440
H -4.10735 -1.22686 -1.16610
N 2.74904 -0.88064 0.21113
H 3.67119 -0.73219 -0.06361
H 2.47045 -1.67121 -0.22794
H 0.21520 -0.61056 1.62845
C -3.38650 -0.48874 -0.81224


2.
18
Properties=species:S:1:pos:R:3 method="wB97M-V/def2-TZVPD" homo_energy_ha="-0.26856 / -0.26862" largest_force_ha_per_bohr=0.0123 e_above_lowest_kcal_mol=97.3 gap_ha="0.3011 / 0.3011" charge=0 spin_multiplicity=1 total_energy_ev=-7886.314
H 2.88206 -0.40923 0.41225
H -2.59362 -0.59653 0.56235
H 0.75154 -0.88155 -1.37082
N 0.90019 1.07585 1.62495
H -1.22140 0.50413 -1.87921
H 1.91323 1.06938 1.68727
H -1.87071 1.55381 -0.60359
H -0.18658 1.74019 -1.12816
H 0.88366 -1.66980 0.20907
H 2.27319 0.92261 -0.65761
C -0.98121 1.01054 -0.93731
C 2.00737 0.13219 0.04683
H -1.37949 -1.76049 1.12518
C -0.24708 0.75318 1.37461
C -0.54410 -0.02347 0.11288
C -1.63883 -1.07047 0.31479
H -1.77212 -1.65497 -0.60310
C 0.82392 -0.69538 -0.29036


3.
18
Properties=species:S:1:pos:R:3 method="wB97M-V/def2-TZVPD" homo_energy_ha=-0.30631 smiles="C=NC(=C)CCC" largest_force_ha_per_bohr=0.0649 e_above_lowest_kcal_mol=53.7 gap_ha=0.3141 charge=0 spin_multiplicity=1 total_energy_ev=-7888.204
C -0.10959 -1.77793 0.17647
H 0.73335 1.34854 1.81682
H -0.91408 3.07148 -1.32482
C -0.87325 -0.56118 0.72704
H -0.91903 -0.65706 1.80974
C -0.84607 2.07199 -1.78075
H 0.57681 2.63138 0.53859
H 1.84500 -2.46149 -0.36791
C -0.39151 0.76143 0.14492
C 1.41927 -1.63665 0.20196
H 1.70862 -0.68938 -0.24615
H -0.37951 -1.84786 -0.88060
H -0.71424 2.02635 -2.85832
H -0.41464 -2.66535 0.72919
H -1.89589 -0.52641 0.33759
H 1.79878 -1.73576 1.21993
C 0.37185 1.61097 0.83208
N -0.99586 1.03694 -1.07578


4.
18
Properties=species:S:1:pos:R:3 method="wB97M-V/def2-TZVPD" homo_energy_ha=-0.34418 largest_force_ha_per_bohr=0.0768 e_above_lowest_kcal_mol=44.5 gap_ha=0.3816 charge=0 spin_multiplicity=1 total_energy_ev=-7888.600
H 0.32725 -2.13114 -1.12771
N 1.74160 0.19794 1.39803
H -0.40535 1.64122 -2.25784
H -1.27796 -2.51193 -0.28694
H 1.91502 1.51186 -0.87989
C -0.39891 -1.88134 -0.36255
H -0.57884 2.12656 -0.54066
C -0.22952 -0.81916 0.45543
C -1.15103 -0.47861 1.58664
H -1.31991 0.59949 1.65117
H 2.49508 0.85846 1.18959
C 1.18870 0.69951 -0.94170
C 1.03874 -0.04099 0.33463
H 1.31720 0.03808 -1.79656
C -0.46605 1.28828 -1.22826
H -0.70740 -0.80107 2.53227
H -2.11529 -0.98453 1.48217
H -1.37336 0.68736 -1.20781


5.
18
Properties=species:S:1:pos:R:3 method="wB97M-V/def2-TZVPD" homo_energy_ha=-0.28979 smiles="C=CNC/C=C/C" largest_force_ha_per_bohr=0.0578 e_above_lowest_kcal_mol=64.6 gap_ha=0.3310 charge=0 spin_multiplicity=1 total_energy_ev=-7887.732
C 1.27352 1.58906 3.02759
H -0.72623 -0.98439 0.80306
C -1.65073 -0.88208 -3.27954
H -2.59113 -1.20587 -2.89668
H 0.78822 2.51430 2.73926
H 1.94595 -0.41775 2.45429
N 0.41551 0.58262 1.12276
H -0.04729 -1.93856 -2.05797
H -0.41390 1.10874 1.31755
H -1.38218 -1.40199 -4.23180
C -0.40005 -0.15788 -1.09102
C 0.15651 -0.54200 0.28102
H 1.79886 1.69072 3.99978
C 1.19109 0.49766 2.28614
H 0.87983 -1.32512 0.20866
C -0.60346 -1.02601 -2.13939
H -0.95319 0.83231 -1.05949
H -2.00885 0.17677 -3.64470


6.
18
Properties=species:S:1:pos:R:3 method="wB97M-V/def2-TZVPD" homo_energy_ha=-0.28024 largest_force_ha_per_bohr=0.0892 e_above_lowest_kcal_mol=76.1 gap_ha=0.3157 charge=0 spin_multiplicity=1 total_energy_ev=-7887.232
H 1.73068 -1.21010 2.76510
H -0.66490 -1.41423 1.52014
H -0.44671 -1.84555 -1.23291
H -0.98601 0.12152 -3.33267
C -0.24620 -0.79002 -1.36836
H 2.32865 -0.45333 1.33169
H 0.54193 0.66227 -2.57730
N -1.08623 2.00170 -0.51348
H -0.92586 0.98841 1.38627
C 0.27505 -1.06288 1.09357
C -0.28273 -0.07542 -2.52707
H -1.95665 2.43840 -0.23797
H 0.80519 -1.97486 0.65669
C 1.43545 -0.48978 1.94202
C -0.64763 1.02815 0.33612
C 0.06011 -0.04451 -0.13370
H 1.11153 0.45955 2.37537
H -1.04566 1.66068 -1.48350


7.
18
Properties=species:S:1:pos:R:3 method="wB97M-V/def2-TZVPD" homo_energy_ha=-0.31695 largest_force_ha_per_bohr=0.1660 e_above_lowest_kcal_mol=125.2 gap_ha=0.3567 charge=0 spin_multiplicity=1 total_energy_ev=-7885.104
H -1.39182 0.14777 -1.40473
C 1.31659 -0.92391 0.05641
H 0.72562 -0.97724 -2.20866
H -0.94639 2.46511 -0.47414
H -1.85905 -1.05888 -0.29410
C -0.84957 1.89752 0.53051
H -1.86060 1.80107 0.86788
H -0.47021 -1.16023 1.77176
N 1.08993 0.55417 -0.23028
C 0.25227 -0.55569 1.31343
H 1.31231 0.88131 -1.25008
H -0.06289 2.53593 1.16164
H 0.93249 -0.28395 2.03879
C -0.10003 0.51789 0.35124
C -0.89010 -0.39211 -0.51053
H 2.25038 -1.31093 0.63994
H 0.20345 -2.68734 -1.31198
C 0.34761 -1.45051 -1.04711


8.
18
Properties=species:S:1:pos:R:3 method="wB97M-V/def2-TZVPD" homo_energy_ha=-0.33169 smiles="C=CN=C.C=CC" largest_force_ha_per_bohr=0.0475 e_above_lowest_kcal_mol=63.7 gap_ha=0.3680 charge=0 spin_multiplicity=1 total_energy_ev=-7887.767
C -3.11857 1.61811 2.51759
H -1.24379 2.21325 0.66666
H -1.28121 0.45960 0.36900
N 1.91045 -1.43566 -2.27151
C 1.32802 -1.05100 0.08257
H 0.56561 -1.07595 0.88170
H 0.21121 -2.13479 -1.42035
C 1.03352 -1.48061 -1.16343
H 2.20544 -0.45553 0.29280
H 2.87274 -0.33419 -3.72352
H -3.44342 2.40277 1.86662
C -1.95128 0.97111 2.31353
C -1.04993 1.21702 1.09448
H 0.04154 1.19441 1.46652
H -3.62391 1.37263 3.43855
C 2.14961 -0.34008 -2.89416
H 1.61288 0.61185 -2.64159
H -1.63850 0.18825 3.00076